No. 1
# C3H8BNO

A molecular structure, C3H8BNO in a non-equilibrium geometry (ωB97M-V with the def2-TZVPD basis set, OMol25).

The calculated total energy is -7455.21057 eV. For the energy relative to the best compared isomer or geometry (same formula, charge and spin), the calculation gives 86.87 kJ/mol. As for the total charge: 0. For the HOMO-LUMO gap, the calculation gives 9.395 eV.

Geometry (Å):
O (-1.6747, 1.3570, 1.6035)
N (-1.0261, 0.5308, -0.6050)
C (1.1474, -0.3372, -0.5972)
C (-0.2499, -0.5211, -1.2052)
C (0.8799, -0.3983, 0.8943)
B (-0.8874, 0.6353, 0.7896)
H (-1.2283, 1.7456, 2.3097)
H (0.4571, -1.3819, 1.3593)
H (1.6014, 0.6136, -0.7999)
H (-0.2945, -0.5324, -2.2356)
H (-1.6891, 0.9540, -1.2321)
H (1.9062, -1.1396, -0.8494)
H (-0.6058, -1.4567, -0.8414)
H (1.6638, -0.0689, 1.4093)

Charges per atom according to Löwdin partitioning, unit e:
1 O 0.176
2 N 0.087
3 C -0.246
4 C -0.226
5 C -0.079
6 B -0.404
7 H 0.065
8 H 0.098
9 H 0.098
10 H 0.091
11 H 0.124
12 H 0.121
13 H 0.101
14 H -0.006

No. 2
# C3H8BrO3S

2 unconnected molecules or ions with the total composition C3H8BrO3S in a non-equilibrium geometry (ωB97M-V with the def2-TZVPD basis set, OMol25).

The calculated total energy is -90262.74884 eV. For the energy relative to the best compared isomer or geometry (same formula, charge and spin), the calculation gives 26.36 kJ/mol. As for the total charge: -1. For the HOMO-LUMO gap, the calculation gives 7.447 eV.

Geometry (Å):
Br (2.5423, -2.3114, 0.6409)
S (-0.2693, 1.5178, 0.8579)
O (-0.8526, 0.0710, 0.2444)
O (-1.2046, 2.1322, 1.8213)
O (0.1122, 2.3741, -0.2351)
C (-0.4008, -0.2197, -1.0370)
C (1.1708, 0.8995, 1.7728)
C (-1.1208, -1.4810, -1.6043)
H (-1.0436, -2.3706, -0.9792)
H (1.7667, 0.2843, 1.0987)
H (1.6757, 1.7993, 2.1242)
H (0.6801, -0.3536, -1.0794)
H (-2.2022, -1.3502, -1.6448)
H (-0.6300, 0.5002, -1.8228)
H (0.7124, 0.2237, 2.4949)
H (-0.9364, -1.7159, -2.6525)

Charges per atom according to Löwdin partitioning, unit e:
1 Br -0.693
2 S 0.657
3 O -0.249
4 O -0.332
5 O -0.312
6 C -0.337
7 C -0.139
8 C -0.073
9 H 0.068
10 H -0.043
11 H 0.068
12 H 0.082
13 H 0.060
14 H 0.104
15 H 0.067
16 H 0.070

No. 3
# C3H8BrO5SV

A molecular structure, C3H8BrO5SV in a non-equilibrium geometry (ωB97M-V with the def2-TZVPD basis set, OMol25).

The calculated total energy is -120041.64059 eV. For the energy relative to the best compared isomer or geometry (same formula, charge and spin), the calculation gives 87.18 kJ/mol. As for the total charge: 0. For the HOMO-LUMO gap, the calculation gives 7.232 eV.

Geometry (Å):
Br (1.1643, 1.4244, 2.9031)
V (-1.3180, 2.4959, 3.5396)
S (1.5303, -1.0971, -1.5347)
O (-1.2423, 3.8181, 2.7283)
O (-2.2598, 1.4801, 2.7426)
O (1.9808, -2.3929, -2.1161)
O (1.6109, 0.1545, -2.3149)
O (-0.0211, -1.3554, -0.9528)
C (-2.1280, -0.2798, -1.2337)
C (-0.8029, -0.3199, -0.4151)
C (2.4352, -0.8764, 0.0183)
H (-2.7697, 0.4904, -0.8059)
H (3.4751, -0.8250, -0.3040)
H (2.2905, -1.7469, 0.6582)
H (-1.8871, 0.0787, -2.2344)
H (-0.9485, -0.5864, 0.6317)
H (1.9917, 0.0372, 0.4143)
H (-0.3592, 0.6755, -0.3958)
H (-2.7424, -1.1751, -1.3287)

Charges per atom according to Löwdin partitioning, unit e:
1 Br -0.052
2 V 0.828
3 S 0.702
4 O -0.328
5 O -0.359
6 O -0.321
7 O -0.312
8 O -0.276
9 C -0.053
10 C -0.294
11 C -0.124
12 H 0.068
13 H 0.073
14 H 0.077
15 H 0.076
16 H 0.108
17 H -0.001
18 H 0.113
19 H 0.076

No. 4
# C3H8BrP

2 unconnected molecules or ions with the total composition C3H8BrP in a non-equilibrium geometry (ωB97M-V with the def2-TZVPD basis set, OMol25).

The calculated total energy is -82568.96126 eV. For the energy relative to the best compared isomer or geometry (same formula, charge and spin), the calculation gives 340.87 kJ/mol. As for the total charge: 0. For the HOMO-LUMO gap (spin up / spin down), the calculation gives 8.615 / 4.217 eV.

Geometry (Å):
Br (0.6213, -3.1920, 1.4725)
P (-1.0633, 0.8428, 0.4197)
C (-0.0165, -0.2927, -0.7583)
C (-0.8762, -0.6939, -1.9658)
C (-1.4758, -0.2424, 1.7910)
H (-1.6430, -1.3496, -1.6653)
H (0.8031, 0.1653, -1.1400)
H (-2.0189, 0.2616, 2.5404)
H (-2.1267, -1.1320, 1.5416)
H (-0.6400, -0.6124, 2.3875)
H (0.2239, -1.2120, -0.1385)
H (-0.3076, -1.3349, -2.5650)
H (-1.1706, 0.2360, -2.4337)

Charges per atom according to Löwdin partitioning, unit e:
1 Br 0.106
2 P 0.864
3 C -0.476
4 C -0.180
5 C -0.485
6 H 0.048
7 H 0.011
8 H -0.011
9 H 0.052
10 H -0.006
11 H -0.033
12 H 0.047
13 H 0.064

No. 5
# C3H8Cl2NP

A single C3H8Cl2NP molecule in a non-equilibrium geometry (ωB97M-V with the def2-TZVPD basis set, OMol25).

The calculated total energy is -39060.73531 eV. For the energy relative to the best compared isomer or geometry (same formula, charge and spin), the calculation gives 362.62 kJ/mol. As for the SMILES: CC(C)(P)N(Cl)Cl. As for the total charge: 0. For the HOMO-LUMO gap, the calculation gives 9.952 eV.

Geometry (Å):
Cl (2.4114, 1.2216, 0.1635)
Cl (2.1233, -1.4947, -0.3296)
P (-0.2947, 1.9757, -0.3286)
N (1.3442, 0.0330, -0.5158)
C (0.0214, 0.1274, 0.1050)
C (-0.7656, -0.9169, -0.9534)
C (-0.0584, -0.1154, 1.6043)
H (-1.6207, 1.5125, -0.4596)
H (-0.9313, -0.6101, 1.8417)
H (-0.0630, 0.8569, 2.2232)
H (-0.1626, 1.5843, -1.6598)
H (-0.0570, -1.5718, -1.4745)
H (-1.1728, -0.3821, -1.7878)
H (-1.5323, -1.3558, -0.3627)
H (0.7584, -0.8643, 1.9342)

Charges per atom according to Löwdin partitioning, unit e:
1 Cl 0.533
2 Cl 0.591
3 P 0.815
4 N -1.001
5 C -0.870
6 C -0.070
7 C -0.137
8 H -0.098
9 H 0.030
10 H 0.092
11 H -0.095
12 H 0.031
13 H 0.037
14 H 0.054
15 H 0.086

No. 6
# C3H8ClN2O

2 unconnected molecules or ions with the total composition C3H8ClN2O in a non-equilibrium geometry (ωB97M-V with the def2-TZVPD basis set, OMol25).

The calculated total energy is -20782.56199 eV. For the energy relative to the best compared isomer or geometry (same formula, charge and spin), the calculation gives 138.75 kJ/mol. As for the total charge: +1. For the HOMO-LUMO gap, the calculation gives 9.860 eV.

Geometry (Å):
Cl (-2.4798, 1.3016, 0.1103)
O (0.3145, 1.8384, 0.4450)
N (-0.8101, -0.6314, -0.2117)
N (-3.0609, -1.2423, 0.3233)
C (-2.0435, -0.3927, 0.0504)
C (2.3543, 0.6383, -0.0020)
C (0.9475, 1.0793, -0.3518)
H (-0.4970, -1.4991, -0.5563)
H (2.9791, 0.7833, -0.7869)
H (0.5816, 0.7981, -1.2679)
H (-2.9081, -2.2077, 0.1897)
H (2.4003, -0.4529, 0.0031)
H (-0.6995, 1.9958, 0.1792)
H (-4.0140, -1.1667, 0.5665)
H (2.8516, 1.1094, 0.8926)

Charges per atom according to Löwdin partitioning, unit e:
1 Cl 0.826
2 O 0.094
3 N 0.066
4 N 0.130
5 C -0.787
6 C 0.026
7 C -0.098
8 H 0.074
9 H 0.056
10 H 0.105
11 H 0.107
12 H 0.112
13 H 0.050
14 H 0.107
15 H 0.132

No. 7
# C3H8ClNO2S

2 unconnected molecules or ions with the total composition C3H8ClNO2S in a non-equilibrium geometry (ωB97M-V with the def2-TZVPD basis set, OMol25).

The calculated total energy is -32180.95456 eV. For the energy relative to the best compared isomer or geometry (same formula, charge and spin), the calculation gives 134.78 kJ/mol. As for the total charge: 0. For the HOMO-LUMO gap (spin up / spin down), the calculation gives 7.055 / 8.153 eV.

Geometry (Å):
Cl (2.4764, 2.2635, -0.1282)
S (2.0851, -1.1092, 0.1481)
O (1.6154, -1.7272, 1.3698)
O (3.4866, -0.7719, 0.0194)
N (1.7580, -2.2414, -1.0943)
C (-0.8832, 0.1888, 0.7176)
C (-0.0311, 1.4601, 0.6858)
C (1.0492, 1.4062, -0.3331)
H (-1.7385, 0.3372, 1.3713)
H (-0.6878, 2.3091, 0.4526)
H (0.7869, 1.1732, -1.3562)
H (2.0043, -1.9525, -2.0260)
H (0.8569, -2.6868, -1.0483)
H (-1.2498, -0.0616, -0.2754)
H (-0.3018, -0.6425, 1.1016)
H (0.3963, 1.6385, 1.6738)

Charges per atom according to Löwdin partitioning, unit e:
1 Cl 0.725
2 S 0.632
3 O -0.380
4 O -0.401
5 N -0.107
6 C -0.113
7 C -0.328
8 C -0.608
9 H 0.076
10 H 0.118
11 H 0.069
12 H 0.049
13 H 0.049
14 H 0.077
15 H 0.030
16 H 0.112

No. 8
# C3H8ClNOS

3 unconnected molecules or ions with the total composition C3H8ClNOS in a non-equilibrium geometry (ωB97M-V with the def2-TZVPD basis set, OMol25).

The calculated total energy is -30133.61388 eV. For the energy relative to the best compared isomer or geometry (same formula, charge and spin), the calculation gives 110.08 kJ/mol. As for the total charge: 0. For the HOMO-LUMO gap, the calculation gives 8.271 eV.

Geometry (Å):
Cl (-1.9146, -2.8215, 0.2903)
S (-4.0778, 1.2548, -0.1233)
O (-3.5693, -0.0882, 0.1436)
N (-3.0685, 2.4225, -0.0197)
C (2.0000, -0.0862, 0.4719)
C (3.0905, -0.7964, 0.1921)
C (1.2540, 0.5628, -0.5314)
H (1.4440, -0.2388, 1.5064)
H (-2.1034, 2.3232, 0.1880)
H (3.7246, -1.4019, 0.8888)
H (0.3797, 0.0197, -0.6707)
H (0.7768, 1.5910, -0.2918)
H (-3.1058, -2.2597, 0.2461)
H (1.7511, 0.5046, -1.4780)
H (3.4188, -0.9857, -0.8123)

Charges per atom according to Löwdin partitioning, unit e:
1 Cl 0.240
2 S 0.875
3 O -0.570
4 N -0.283
5 C -0.290
6 C -0.026
7 C -0.161
8 H 0.143
9 H -0.017
10 H 0.064
11 H 0.042
12 H 0.109
13 H -0.246
14 H 0.075
15 H 0.045

No. 9
# C3H8ClNOS

3 unconnected molecules or ions with the total composition C3H8ClNOS in a non-equilibrium geometry (ωB97M-V with the def2-TZVPD basis set, OMol25).

The calculated total energy is -30133.20735 eV. For the energy relative to the best compared isomer or geometry (same formula, charge and spin), the calculation gives 149.30 kJ/mol. As for the total charge: 0. For the HOMO-LUMO gap, the calculation gives 9.448 eV.

Geometry (Å):
Cl (0.8082, -2.2842, 1.4645)
S (-0.2325, -1.6137, -1.8757)
O (0.3229, -0.8344, -3.0012)
N (0.4537, 0.5513, 0.7043)
C (-1.8852, -1.5722, -1.9280)
C (0.0005, 1.3630, -0.0965)
C (1.1715, 1.1565, 1.8022)
H (2.2572, 1.0025, 1.9129)
H (-2.5710, -1.9678, -1.2110)
H (-2.1913, -0.9688, -2.7474)
H (0.8742, 0.5774, 2.7079)
H (0.4162, -1.0444, 1.2553)
H (-0.6993, 0.9494, -0.7249)
H (0.1854, 2.4714, -0.0533)
H (1.0896, 2.2141, 1.7906)

Charges per atom according to Löwdin partitioning, unit e:
1 Cl 0.223
2 S 0.824
3 O -0.572
4 N -0.138
5 C -0.272
6 C -0.039
7 C -0.138
8 H 0.091
9 H 0.015
10 H 0.008
11 H 0.090
12 H -0.289
13 H 0.026
14 H 0.113
15 H 0.057

No. 10
# C3H8F2N2

A single C3H8F2N2 molecule in a non-equilibrium geometry (ωB97M-V with the def2-TZVPD basis set, OMol25).

The calculated total energy is -11655.61632 eV. For the energy relative to the best compared isomer or geometry (same formula, charge and spin), the calculation gives 50.82 kJ/mol. As for the SMILES: CC(F)(F)C(N)N. As for the total charge: 0. For the HOMO-LUMO gap, the calculation gives 10.750 eV.

Geometry (Å):
F (-0.7451, 0.4923, -1.4881)
F (-1.3891, 1.4637, 0.3290)
N (1.5356, 1.2428, 0.0453)
N (1.1789, -1.0351, -0.1567)
C (0.6225, 0.2281, 0.4111)
C (-1.7584, -0.9117, 0.2918)
C (-0.8572, 0.2872, -0.1064)
H (-2.7872, -0.7778, -0.1306)
H (-1.5531, -0.9949, 1.4306)
H (1.1543, 2.1318, 0.1677)
H (2.1474, -1.1231, -0.0168)
H (-1.2668, -1.6486, -0.3584)
H (1.9831, 1.2000, -0.8318)
H (1.1285, -0.7658, -1.1128)
H (0.6065, 0.2110, 1.5263)

Charges per atom according to Löwdin partitioning, unit e:
1 F 0.028
2 F 0.052
3 N 0.069
4 N 0.068
5 C -0.393
6 C 0.017
7 C -0.526
8 H 0.099
9 H 0.126
10 H 0.059
11 H 0.055
12 H 0.073
13 H 0.070
14 H 0.053
15 H 0.152

No. 11
# C3H8F5NbO3P

A molecular structure, C3H8F5NbO3P in a non-equilibrium geometry (ωB97M-V with the def2-TZVPD basis set, OMol25).

The calculated total energy is -33809.26908 eV. As for the total charge: -1. For the HOMO-LUMO gap, the calculation gives 7.817 eV.

Geometry (Å):
Nb (1.5622, 0.0325, -0.2980)
P (-0.7667, -2.1383, 1.1952)
F (-1.4914, 1.8732, 0.7625)
F (-1.7886, 3.1466, -0.9840)
F (-0.0085, 1.9570, -2.3781)
F (-1.3302, 0.4529, -1.4471)
F (0.0595, 3.2759, 0.1598)
O (-2.2467, -1.9026, 0.5964)
O (-0.6348, -3.3997, 1.9412)
O (-0.7290, -0.7727, 2.0951)
C (0.3548, -1.8626, -0.1435)
C (-0.8693, 2.4158, -0.3081)
C (-0.2375, 1.3192, -1.1835)
H (3.3017, -0.4180, -0.1088)
H (2.1956, -0.1818, -1.9982)
H (1.0800, -2.6978, -0.1566)
H (-0.2521, -1.9272, -1.0605)
H (1.7312, 0.6949, 1.4224)
H (-2.3500, -1.0281, 0.1959)
H (2.2568, 1.6679, -0.6768)
H (0.1628, -0.5070, 2.3748)

Charges per atom according to Löwdin partitioning, unit e:
1 Nb 1.015
2 P 0.325
3 F 0.110
4 F 0.121
5 F -0.022
6 F -0.056
7 F 0.099
8 O -0.157
9 O -0.312
10 O -0.217
11 C -0.441
12 C -0.602
13 C -0.471
14 H -0.152
15 H -0.107
16 H 0.018
17 H 0.014
18 H -0.113
19 H 0.057
20 H -0.124
21 H 0.015

No. 12
# C3H8F9KO13S3

A molecular structure, C3H8F9KO13S3 in a non-equilibrium geometry (ωB97M-V with the def2-TZVPD basis set, OMol25).

The calculated total energy is -103147.48904 eV. For the energy relative to the best compared isomer or geometry (same formula, charge and spin), the calculation gives 72.56 kJ/mol. As for the total charge: -1. For the HOMO-LUMO gap (spin up / spin down), the calculation gives 7.864 / 2.971 eV. The spin multiplicity is 2.

Geometry (Å):
K (-26.2376, 12.5366, -8.3021)
S (-26.9218, 13.5881, -12.3566)
S (-25.4921, 12.6867, -4.2535)
S (-27.8688, 9.5808, -10.2390)
F (-23.3924, 13.3100, -2.6293)
F (-22.8155, 12.7672, -4.6218)
F (-26.1483, 8.4245, -11.8884)
F (-24.6174, 12.5067, -13.2012)
F (-26.1981, 12.7366, -14.8726)
F (-25.4945, 8.3092, -9.7867)
F (-25.4022, 10.1952, -10.8932)
F (-23.7354, 14.7488, -4.4254)
F (-26.2891, 11.1651, -13.4498)
O (-26.8456, 15.3256, -8.6037)
O (-28.3147, 13.0912, -12.4385)
O (-29.1214, 13.9099, -9.0533)
O (-25.1882, 11.2586, -4.1958)
O (-26.3124, 13.4262, -10.9639)
O (-26.3822, 13.0738, -3.1576)
O (-24.9923, 10.3041, -6.9282)
O (-26.8884, 15.0012, -12.8367)
O (-23.6094, 13.8672, -8.2299)
O (-28.4959, 10.2947, -11.3495)
O (-28.5370, 8.3044, -10.0600)
O (-26.1140, 13.1743, -5.5884)
O (-27.6956, 10.3702, -8.9991)
C (-25.8933, 12.4267, -13.5970)
C (-26.1058, 9.0744, -10.7086)
C (-23.7346, 13.4721, -3.9804)
H (-28.4084, 14.4819, -8.7692)
H (-23.0472, 14.3793, -8.8112)
H (-26.1184, 15.5093, -9.1985)
H (-23.0562, 13.1426, -7.9379)
H (-26.8208, 16.0396, -7.9666)
H (-25.1274, 9.3566, -6.9352)
H (-28.9552, 13.7634, -9.9845)
H (-24.2312, 10.4422, -7.4921)

Charges per atom according to Löwdin partitioning, unit e:
1 K 0.826
2 S 0.593
3 S 0.548
4 S 0.595
5 F 0.058
6 F 0.113
7 F 0.133
8 F 0.119
9 F 0.125
10 F 0.145
11 F 0.131
12 F 0.102
13 F 0.114
14 O -0.069
15 O -0.330
16 O -0.065
17 O -0.356
18 O -0.439
19 O -0.353
20 O -0.068
21 O -0.348
22 O -0.061
23 O -0.090
24 O -0.153
25 O -0.463
26 O -0.263
27 C -0.607
28 C -0.616
29 C -0.579
30 H -0.034
31 H 0.045
32 H 0.052
33 H 0.037
34 H 0.072
35 H 0.047
36 H 0.007
37 H 0.030